[1]
The following is a DFT calculation (ωB97M-V/def2-TZVPD) of 4 unconnected molecules or ions with the total composition H10NO3.

CARTESIAN COORDINATES (ANGSTROEM)
N 0.8925 -0.5745 0.1480
H 1.7381 -1.0685 0.4592
H 0.4432 -0.0062 0.8771
H 0.2475 -1.3282 -0.1411
H 1.2427 0.0399 -0.6160
H -1.0273 0.7218 2.7222
H -0.0933 2.0241 2.5566
O -0.5971 1.3280 2.0990
H 1.7769 1.7230 -2.3277
H 0.2726 1.6293 -2.2310
O 1.0834 1.5669 -1.6758
H -2.3358 -1.2857 -0.5232
H -2.0150 -2.8332 -0.6630
O -1.6284 -1.9366 -0.6842

Cartesian forces, eV/Å:
0.785 -0.774 -0.064
-0.140 0.224 0.620
0.413 -0.096 -0.074
-0.005 0.557 -0.394
-0.812 -0.005 -0.126
-0.134 0.296 0.663
-0.137 0.118 0.438
0.190 -0.361 -0.883
0.610 0.231 -0.132
0.321 0.106 0.450
-0.869 -0.245 -0.489
-0.287 -0.282 -0.128
-0.164 -0.006 -0.046
0.229 0.237 0.165

Its multiplicity is 2. Its molar mass is 72.1 g mol⁻¹. The charge is +2. The expectation value of S² is 0.757. The total energy is -285.65455 hartree. As for the energy relative to the best compared isomer or geometry (same formula, charge and spin): 86.2 kJ/mol.

---

[2]
The following is a DFT calculation (ωB97M-V/def2-TZVPD) of 2 unconnected molecules or ions with the total composition C10H13N3OS.

CARTESIAN COORDINATES (ANGSTROEM)
C 3.5136 -1.2563 -0.7910
C 2.3994 -2.1023 -1.0479
C 3.3292 -0.1376 0.0654
C 1.2053 -1.9035 -0.4158
C 2.1405 0.0658 0.7348
C 1.0477 -0.8342 0.5270
C -1.2027 -1.2309 1.1074
C -1.3674 1.5341 -0.1570
C -1.0998 2.4938 1.0081
C -0.5335 1.2287 -1.2762
N -2.1533 -1.9555 1.2078
N -2.6478 0.9879 -0.0772
N -0.1612 -0.6383 1.1126
O -4.3438 -0.9212 -0.0962
S -3.3590 -0.2522 -1.0164
H 4.4099 -1.4799 -1.3177
H 2.5183 -3.0018 -1.7511
H 4.1098 0.4687 0.4486
H 0.5310 -2.6696 -0.4816
H 2.0459 0.7997 1.5603
H -0.0203 2.6531 0.9907
H -1.5190 2.0514 1.8979
H -1.5637 3.5144 0.9808
H -0.2696 0.1569 -1.2694
H 0.3752 1.7711 -1.1496
H -1.0060 1.4730 -2.2021
H -3.0719 -2.0941 0.8039
H -3.3068 1.2787 0.6040

Cartesian forces, eV/Å:
-1.996 0.559 0.130
1.983 -0.459 -0.905
-0.065 -1.739 -0.044
1.545 2.210 1.639
-1.909 -1.055 0.579
1.830 -0.483 -1.909
-2.061 -2.648 -0.454
-6.128 0.017 2.643
0.154 0.481 -1.423
0.830 -0.794 0.097
0.751 0.015 0.841
4.182 0.780 -1.550
0.896 2.161 1.406
-0.236 -0.193 0.443
0.399 0.099 -1.294
0.772 0.170 -0.054
-0.129 1.497 1.174
1.060 0.456 -0.426
-2.250 -1.413 -0.266
0.062 -0.323 -0.838
-0.051 -0.089 0.728
0.497 -0.282 0.484
0.225 -0.807 -0.663
-0.313 0.161 -0.273
0.808 0.382 -0.258
-0.326 0.143 -0.773
-0.255 0.686 -0.282
-0.278 0.470 1.248

Its multiplicity is 1. Its molar mass is 223.3 g mol⁻¹. The charge is 0. The total energy is -1026.43016 hartree. As for the energy relative to the best compared isomer or geometry (same formula, charge and spin): 321.3 kJ/mol.

---

[3]
The following is a DFT calculation (ωB97M-V/def2-TZVPD) of a molecular structure, C36H32BrN5O5RuS.

CARTESIAN COORDINATES (ANGSTROEM)
Ru -0.9690 -0.1952 -0.0856
O 0.0145 -2.1393 3.6344
C -0.0332 -1.5978 2.5529
O -0.9800 -1.5796 1.7167
C 1.2236 -0.8104 2.0822
C 2.4573 -0.9112 2.7487
C 3.5244 -0.2253 2.2300
C 3.3672 0.5489 1.0582
C 4.4160 1.2490 0.4271
C 4.1873 1.9612 -0.7190
C 2.8994 2.0258 -1.2794
C 1.8516 1.3802 -0.6848
C 2.0694 0.6195 0.4812
N 1.0494 -0.0596 1.0335
H 2.5250 -1.5239 3.6345
H 4.4970 -0.2748 2.6991
H 5.4024 1.2047 0.8606
H 4.9969 2.4826 -1.2048
H 2.7453 2.5916 -2.1846
H 0.8374 1.3988 -1.1017
C -4.4564 0.4144 -0.1849
O -3.2415 1.0535 0.1792
C -3.2949 2.2081 0.8919
C -4.4357 2.9393 1.1805
C -4.3424 4.0408 2.0253
Br -5.9258 5.0070 2.4412
C -3.1444 4.4394 2.5829
C -1.9735 3.7571 2.2450
C -2.0453 2.6517 1.3776
O -0.9463 1.9793 1.0008
C -0.6759 4.1024 2.7864
N 0.4197 3.4339 2.4667
C 1.4420 3.9852 3.1892
C 2.7950 3.6658 3.2544
C 3.5761 4.4134 4.1080
C 3.0498 5.4558 4.8790
C 1.7130 5.7886 4.8258
C 0.9191 5.0400 3.9733
N -0.4200 5.0864 3.6877
H -5.2522 0.6407 0.5236
H -4.2621 -0.6600 -0.1622
H -4.7417 0.7139 -1.1978
H -5.3962 2.6872 0.7655
H -3.1287 5.2752 3.2656
H -0.1404 2.4225 1.5169
H 3.2066 2.8660 2.6584
H 4.6285 4.1890 4.1892
H 3.7068 6.0086 5.5311
H 1.2996 6.5875 5.4176
H -1.0769 5.7284 4.0958
C -1.5799 -4.4743 -4.9892
C -2.1166 -4.7593 -3.5908
N -2.5883 -3.5416 -2.9551
C -4.0034 -3.2472 -2.9677
C -4.4188 -2.3735 -4.1482
C -1.6862 -2.6970 -2.4632
S -2.2636 -1.1399 -1.8902
N -0.4379 -3.0732 -2.4606
C 0.6188 -2.4395 -1.9480
O 0.6289 -1.2940 -1.4528
C 1.8502 -3.2515 -1.9928
C 1.8806 -4.4616 -2.6830
C 3.0153 -5.2459 -2.6457
C 4.1259 -4.8263 -1.9306
C 4.1091 -3.6091 -1.2656
C 2.9769 -2.8200 -1.2980
H -1.2967 -5.4029 -5.4758
H -0.7103 -3.8246 -4.9358
H -2.3421 -3.9863 -5.5897
H -1.3304 -5.1833 -2.9630
H -2.9482 -5.4618 -3.6400
H -4.2552 -2.7293 -2.0376
H -4.5382 -4.1997 -2.9952
H -3.8148 -1.4714 -4.1730
H -5.4601 -2.0898 -4.0336
H -4.3053 -2.8982 -5.0919
H 1.0110 -4.7749 -3.2354
H 3.0212 -6.1903 -3.1675
H 5.0091 -5.4461 -1.8979
H 4.9766 -3.2818 -0.7137
H 2.9346 -1.8722 -0.7813

Cartesian forces, eV/Å:
2.500 -3.047 0.534
-0.350 -0.117 -0.290
2.460 0.759 0.866
-2.205 1.059 -2.816
-0.730 -0.580 0.637
0.204 0.229 -0.242
-0.231 -0.168 0.090
-0.535 0.032 -0.217
0.026 0.104 -0.168
0.151 -0.091 0.225
-0.301 -0.036 0.055
-0.190 0.001 -0.149
0.910 0.476 -0.170
-1.583 0.104 -0.818
-0.066 -0.042 0.018
0.081 -0.024 0.049
0.169 -0.001 0.048
0.102 0.042 -0.015
-0.044 0.058 -0.092
0.549 0.169 0.036
-0.506 -0.434 -0.132
0.656 -0.359 -0.087
0.523 0.806 0.653
0.170 -0.121 -0.063
-0.013 0.264 0.219
0.224 -0.146 -0.077
-0.190 -0.153 -0.238
-0.432 -0.480 -0.415
-0.812 0.337 0.142
0.127 -0.592 -0.325
0.314 0.026 0.111
-0.733 -0.111 -0.289
0.162 0.655 0.602
-0.142 0.074 0.020
0.163 -0.087 -0.042
-0.059 0.032 0.025
0.001 0.014 -0.001
0.770 -0.497 -0.243
-0.322 -0.115 -0.179
0.089 0.010 -0.006
-0.098 0.244 -0.033
-0.039 0.012 0.170
-0.085 -0.103 -0.025
0.005 0.065 0.003
0.143 -0.196 -0.031
0.034 -0.066 -0.059
0.108 -0.004 0.007
0.065 0.061 0.071
-0.011 0.153 0.129
-0.090 -0.066 -0.068
-0.071 -0.097 0.141
0.407 -0.415 -0.386
0.164 0.464 0.342
-0.626 0.269 -0.131
0.006 -0.189 0.157
0.490 0.291 0.564
-0.344 1.136 0.993
0.375 -0.685 -0.006
-1.088 -0.877 -0.551
-0.668 1.559 1.753
0.417 0.302 0.023
-0.005 0.103 0.061
-0.032 -0.045 -0.031
0.064 0.029 -0.011
0.098 -0.011 0.054
-0.179 0.017 -0.030
0.047 -0.089 -0.082
0.067 0.030 -0.016
-0.036 0.008 -0.150
-0.176 -0.038 -0.071
-0.022 0.092 0.095
-0.009 -0.211 -0.053
0.081 0.126 0.107
0.023 0.140 -0.077
-0.158 0.055 -0.055
-0.004 -0.028 -0.106
-0.077 -0.054 -0.028
0.077 -0.081 -0.052
0.081 -0.051 0.017
0.102 0.021 0.044
0.059 0.076 0.065

Its multiplicity is 2. Its molar mass is 827.7 g mol⁻¹. The charge is +1. The expectation value of S² is 1.123. The total energy is -5107.90969 hartree. As for the energy relative to the best compared isomer or geometry (same formula, charge and spin): 415.7 kJ/mol.

---

[4]
The following is a DFT calculation (ωB97M-V/def2-TZVPD) of a single C6H14P2 molecule.

CARTESIAN COORDINATES (ANGSTROEM)
C 1.5392 2.1005 -1.0191
P 0.0972 1.2219 -0.6084
C -1.3155 2.1659 -1.1925
C 0.3669 -0.1516 -1.8521
C -0.7297 0.5359 0.8878
P 0.0348 -0.6946 1.6906
C -1.3805 -1.7418 2.2158
C 1.3456 -1.9224 1.2055
H 2.3628 1.6370 -0.3549
H 1.2312 3.0731 -0.6666
H -1.8840 2.5974 -0.4656
H -1.9300 1.4882 -1.9186
H -0.9324 3.1732 -1.7100
H -0.5145 -0.7211 -1.9564
H 1.1999 -0.7490 -1.4436
H 0.7552 0.4545 -2.6064
H -1.4439 -2.0239 3.2098
H -1.1005 -2.6568 1.7165
H -2.3615 -1.2871 1.9585
H 1.5273 -2.9223 1.7353
H 2.1833 -1.2810 0.9583
H 0.9490 -2.2959 0.2160

Cartesian forces, eV/Å:
0.309 -0.859 2.309
0.014 -0.605 -1.161
1.302 0.768 -4.637
0.105 -0.003 3.318
2.084 -0.357 -0.670
-1.823 -0.381 0.726
0.047 0.582 -0.963
-0.966 -1.026 -1.617
-0.730 0.980 -1.041
0.751 1.010 0.281
-1.793 0.328 2.383
0.913 1.582 1.247
-0.586 -2.493 0.318
-0.852 -0.850 -0.777
-0.355 0.087 -0.258
0.133 0.477 -1.786
0.234 -0.248 2.268
-0.721 -0.486 -0.602
0.927 -0.468 -0.305
-0.096 2.037 0.032
0.672 -0.497 0.247
0.430 0.424 0.688

Its multiplicity is 1. Its molar mass is 148.1 g mol⁻¹. The charge is 0. The total energy is -919.48342 hartree. Its SMILES is C=P(C)(C)C#P(C)C. As for the energy relative to the best compared isomer or geometry (same formula, charge and spin): 514.3 kJ/mol.

---

[5]
The following is a DFT calculation (ωB97M-V/def2-TZVPD) of a single C3H4FNO4 molecule.

CARTESIAN COORDINATES (ANGSTROEM)
C -0.8822 0.0742 -0.3271
O 0.4464 0.1585 0.0664
C 0.9994 -0.8742 0.7187
O 0.5390 -1.8773 1.1401
C 2.5561 -0.5441 0.9544
F 2.9195 -1.2830 1.9628
N 3.2249 -0.8917 -0.3529
O 2.9200 -0.1873 -1.2457
O 3.9379 -1.8178 -0.3760
H -1.2532 -0.9399 -0.8133
H -1.1001 0.9976 -1.0051
H -1.4675 0.1209 0.5417
H 2.7645 0.4183 1.2254

Cartesian forces, eV/Å:
-2.199 -0.386 -2.652
1.393 -0.888 0.101
1.764 1.753 -0.071
-0.819 -0.320 -0.194
-3.013 -1.720 -0.974
1.195 -1.691 1.103
-0.708 0.575 2.160
-0.633 1.847 -2.309
1.977 -2.558 0.029
1.401 2.004 0.552
0.438 -1.926 1.165
-1.119 0.397 1.228
0.325 2.912 -0.137

Its multiplicity is 1. Its molar mass is 137.1 g mol⁻¹. The charge is 0. The total energy is -572.16228 hartree. Its SMILES is COC(=O)[C@@H](F)[N+](=O)[O-]. As for the energy relative to the best compared isomer or geometry (same formula, charge and spin): 0.0 kJ/mol.

---

[6]
The following is a DFT calculation (ωB97M-V/def2-TZVPD) of a molecular structure, C5H7N.

CARTESIAN COORDINATES (ANGSTROEM)
C 0.6863 1.0556 -0.0519
C -0.4777 0.6679 0.8170
C -1.1852 -0.4328 0.0334
C 0.0018 -0.8085 0.8254
N -0.3424 -0.8466 -1.2710
C 0.7886 -0.4453 -0.4471
H 1.5489 1.3423 0.5530
H 0.4872 1.8021 -0.8313
H -0.9751 1.3603 1.5099
H -2.1939 -0.6810 0.4156
H 0.1177 -1.7210 1.4075
H -0.2326 -0.4801 -2.2393
H 1.7764 -0.8128 -0.7213

Cartesian forces, eV/Å:
0.194 0.161 -0.080
0.145 -0.067 -0.031
0.093 -0.377 -0.922
0.175 0.211 0.598
-0.353 0.295 0.539
0.663 -0.136 0.182
-0.009 0.047 -0.117
0.131 -0.172 -0.021
0.082 -0.753 -0.147
0.504 -0.165 -1.284
-0.158 0.630 0.404
-1.359 0.493 0.929
-0.108 -0.168 -0.049

Its multiplicity is 1. Its molar mass is 81.1 g mol⁻¹. The charge is 0. The total energy is -249.32942 hartree. As for the energy relative to the best compared isomer or geometry (same formula, charge and spin): 377.6 kJ/mol.

---

[7]
The following is a DFT calculation (ωB97M-V/def2-TZVPD) of a molecular structure, C16H26IO4OsP2.

CARTESIAN COORDINATES (ANGSTROEM)
C 1.0735 -6.1426 -0.9331
C 1.6992 -4.9750 -0.3693
H 1.7333 -7.0233 -0.8052
H 0.8886 -5.9542 -2.0040
H 0.1116 -6.3040 -0.4185
O 2.4027 -4.1953 0.1423
I -1.8901 -1.6961 -1.3777
Os 0.3684 -0.8360 -0.0968
P -0.6298 -1.2056 1.9717
C 0.1038 -0.2634 3.3630
C -2.3678 -0.6310 1.9610
H -2.9232 -1.1416 2.7583
H -1.1885 -2.9057 3.5566
H -2.8151 -0.8859 0.9874
H -1.2546 -3.5364 1.8742
H 0.0525 0.8085 3.1280
H -2.4116 0.4558 2.1136
C -0.6909 -2.9125 2.5784
H -0.4520 -0.4628 4.2911
H 0.3256 -3.3018 2.7059
H 1.1527 -0.5563 3.5036
P 1.4124 -0.3105 -2.1235
C 2.8574 0.8037 -2.0447
C 2.0609 -1.7085 -3.0843
H -0.7932 0.1933 -2.9518
H 0.4523 0.3204 -4.2325
H 0.2853 1.6352 -3.0193
C 0.2188 0.5533 -3.1873
H 1.2496 -2.3934 -3.3654
H 2.5301 -1.2925 -3.9854
H 3.1881 1.0042 -3.0728
H 3.6615 0.3191 -1.4749
H 2.8277 -2.2408 -2.5061
H 2.5651 1.7411 -1.5513
C 2.0335 -0.6710 0.7514
O 3.0535 -0.5177 1.3194
O 1.2328 2.5592 -0.1960
C 0.0681 2.2456 0.0581
O -0.4166 1.0296 0.1339
C -0.9542 3.3313 0.2842
C -2.3384 3.0881 0.4753
C -3.2030 4.1689 0.7203
C -2.7074 5.4827 0.7012
C -1.3438 5.7111 0.4708
C -0.4725 4.6457 0.2527
H -2.7430 2.0732 0.4188
H -4.2644 4.0005 0.9160
H -3.3782 6.3314 0.8631
H -0.9541 6.7270 0.4556
H 0.5834 4.8351 0.0438

Cartesian forces, eV/Å:
-0.601 0.322 -0.220
4.671 2.821 2.850
0.028 0.437 0.114
0.044 -0.058 0.190
0.183 -0.005 -0.094
-4.237 -3.825 -2.879
0.649 -0.108 0.260
-0.840 -0.765 -0.746
-0.889 -0.065 2.386
0.080 -0.123 -0.271
-0.148 -0.213 -0.148
0.113 0.217 -0.099
0.073 -0.131 -0.214
-0.019 0.211 0.585
0.096 0.065 0.214
0.075 -0.273 0.103
0.060 -0.366 -0.039
-0.026 -0.060 -0.008
0.110 0.047 -0.312
-0.189 0.048 -0.024
-0.253 0.128 0.021
1.583 0.709 -1.272
-0.214 -0.047 0.064
-0.189 -0.166 -0.052
0.384 0.383 -0.302
-0.035 0.225 0.110
-0.046 -0.256 -0.070
-0.253 -0.126 -0.148
0.245 0.134 0.003
-0.112 -0.205 0.122
0.005 -0.077 0.251
-0.126 0.174 -0.202
-0.185 0.151 -0.129
0.239 -0.437 -0.216
4.229 0.909 2.256
-3.647 -0.713 -2.126
-1.793 -0.541 0.493
1.273 0.023 -0.283
-0.574 1.176 -0.199
-2.198 -1.638 0.214
2.499 -0.766 -0.469
-0.565 0.153 -0.020
1.543 1.456 -0.174
-2.082 1.116 0.436
0.625 0.413 -0.028
0.314 0.388 0.074
0.305 -0.018 -0.045
0.231 -0.355 -0.036
-0.152 -0.179 0.011
-0.286 -0.190 0.067

Its multiplicity is 5. Its molar mass is 661.5 g mol⁻¹. The charge is +3. The expectation value of S² is 6.033. The total energy is -1996.23470 hartree. As for the energy relative to the best compared isomer or geometry (same formula, charge and spin): 1.0 kJ/mol.

---

[8]
The following is a DFT calculation (ωB97M-V/def2-TZVPD) of 2 unconnected molecules or ions with the total composition C11H15OS.

CARTESIAN COORDINATES (ANGSTROEM)
C -3.0324 -1.1304 0.5809
C -2.5091 -1.3640 -0.6658
C -2.7175 -0.0637 1.4259
C -1.6627 -0.3117 -1.0663
C -1.7420 0.8625 1.0441
C -1.1556 0.7514 -0.2549
C 1.2760 3.3743 -0.4995
C 0.3190 2.6662 0.0292
C 2.7336 -1.1639 -1.1772
C 1.8105 -2.0609 1.4900
C -0.2668 1.6337 -0.6903
O 0.2335 -1.4682 -0.5326
S 1.3929 -0.7752 0.1086
H -3.7676 -1.8454 0.9648
H -2.8036 -2.1786 -1.2088
H -3.3844 -0.0090 2.3352
H -1.3962 -0.1311 -2.0887
H -1.4600 1.7460 1.5990
H 1.8511 4.1517 -0.1614
H 1.4963 3.1430 -1.5145
H -0.0192 2.8750 1.0680
H 2.2395 -0.9722 -2.0632
H 3.1257 -2.0528 -0.9101
H 3.6503 -0.4181 -1.1993
H 0.8904 -2.0495 2.0853
H 2.7852 -1.7732 2.1038
H 2.0726 -2.9886 0.8727
H 0.0406 1.5527 -1.6748

Cartesian forces, eV/Å:
-1.257 -1.828 0.794
0.710 3.510 2.495
-1.009 -0.060 0.409
1.034 0.130 -1.379
0.633 0.294 -1.235
-4.758 -2.710 3.874
0.991 0.050 -2.458
-1.798 -0.300 3.060
1.355 5.046 2.294
2.458 0.696 -1.151
1.814 2.287 -0.668
-1.044 -0.537 -0.594
2.606 -1.022 0.934
0.234 0.256 -0.124
-0.440 -1.725 -1.632
1.328 0.317 -0.861
0.022 -0.612 -0.684
-0.347 -0.328 0.492
0.906 1.724 1.521
0.368 -0.186 -0.853
0.405 -0.178 -0.795
-1.087 -0.485 -1.925
0.847 -3.324 0.121
-1.963 -1.140 0.576
0.420 -0.406 -0.158
-2.247 -0.305 -1.267
-0.888 1.060 1.215
0.708 -0.223 -2.001

Its multiplicity is 3. Its molar mass is 195.3 g mol⁻¹. The charge is +1. The expectation value of S² is 2.033. The total energy is -901.10334 hartree. As for the energy relative to the best compared isomer or geometry (same formula, charge and spin): 73.6 kJ/mol.